# 1
{
  "formula": "C18H17N3O2",
  "method": "ωB97M-V/def2-TZVPD",
  "species": ["N", "O", "O", "C", "C", "C", "C", "C", "C", "C", "C", "C", "C", "C", "C", "C", "C", "C", "N", "N", "C", "C", "C", "H", "H", "H", "H", "H", "H", "H", "H", "H", "H", "H", "H", "H", "H", "H", "H", "H"],
  "xyz": [[0.326, 2.701, -1.642], [3.886, -3.513, -0.934], [-1.503, 3.770, 0.140], [-3.914, 0.595, 2.038], [-3.326, -0.381, 1.279], [1.599, 2.636, -1.346], [2.624, -1.824, 0.344], [3.865, -1.215, -1.627], [-0.606, 0.483, -1.190], [2.194, -0.490, 0.491], [3.486, 0.114, -1.457], [-0.574, 1.870, -0.990], [3.488, -2.199, -0.703], [-1.516, 2.441, -0.068], [-2.346, 0.287, 0.422], [-2.389, 1.644, 0.640], [-1.449, -0.335, -0.430], [2.624, 0.507, -0.395], [-3.359, 1.830, 1.637], [-1.506, -1.718, -0.437], [2.233, 1.930, -0.174], [-3.424, -1.886, 1.204], [-2.061, -2.438, 0.739], [3.792, -4.016, -0.104], [-0.968, 4.148, -0.587], [-4.652, 0.468, 2.838], [2.318, 3.137, -1.989], [2.225, -2.567, 1.044], [4.503, -1.457, -2.473], [0.088, 0.066, -1.887], [1.532, -0.215, 1.285], [3.804, 0.868, -2.179], [-3.648, 2.719, 1.984], [-0.763, -2.182, -0.965], [1.614, 2.017, 0.722], [3.153, 2.459, 0.077], [-4.193, -2.142, 0.472], [-3.699, -2.313, 2.161], [-2.117, -3.477, 0.521], [-1.340, -2.322, 1.540]],
  "lowdin_charge": [0.095, 0.025, 0.051, -0.035, -0.157, -0.084, -0.018, -0.019, 0.026, -0.038, -0.026, -0.238, -0.301, -0.222, -0.098, -0.132, -0.225, -0.243, 0.084, 0.025, -0.133, -0.118, -0.168, 0.109, 0.104, 0.120, 0.110, 0.111, 0.116, 0.111, 0.108, 0.114, 0.136, 0.132, 0.124, 0.120, 0.116, 0.109, 0.100, 0.110],
  "smiles": "Oc1ccc(C/C=N\\c2cc3c4c(c[nH]c4c2O)CCN3)cc1",
  "e_tot_ha": -1010.8455,
  "charge": 0,
  "e_above_lowest_kj_mol": 237.59,
  "orbital_gap_ev": 7.10,
  "lumo_ev": 0.64
}

---

# 2
{
  "formula": "C18H17N3O3S",
  "method": "ωB97M-V/def2-TZVPD",
  "species": ["C", "C", "C", "C", "C", "C", "C", "C", "H", "H", "H", "H", "N", "C", "N", "S", "C", "C", "O", "N", "C", "C", "C", "C", "C", "C", "C", "O", "O", "H", "H", "H", "H", "H", "H", "H", "H", "H", "H", "H", "H", "H"],
  "xyz": [[-3.769, -1.538, 1.934], [-3.045, -0.517, 0.951], [-1.872, 0.211, 1.322], [-1.412, 1.037, 0.482], [-2.059, 1.199, -0.876], [-3.308, 0.669, -1.069], [-3.900, -0.318, -0.109], [-5.099, -0.863, -0.804], [-5.465, -0.509, -1.750], [-5.829, -0.739, 0.035], [-4.990, -1.763, -0.714], [-3.823, 1.093, -2.167], [-1.254, 2.141, -1.420], [-0.214, 2.599, -0.414], [-0.325, 1.789, 0.515], [1.008, 3.555, -0.713], [2.150, 3.146, 0.684], [3.106, 2.140, 0.572], [4.401, 2.480, 0.744], [2.582, 1.078, 0.146], [3.166, -0.215, -0.190], [4.420, -0.338, 0.431], [5.089, -1.578, 0.239], [4.282, -2.716, -0.102], [3.033, -2.395, -0.893], [2.536, -1.276, -0.591], [1.078, -1.316, -1.050], [0.596, 0.083, -1.410], [0.296, -2.311, -1.000], [-0.491, -2.129, -1.350], [2.451, -3.276, -1.070], [4.753, -3.775, -0.468], [6.155, -1.797, 0.495], [5.099, 0.268, 0.618], [1.594, 0.978, -0.227], [1.466, 3.267, 1.479], [2.662, 4.250, 0.666], [-1.369, 2.747, -1.957], [-1.576, -0.076, 2.305], [-4.944, -1.112, 2.233], [-3.148, -1.743, 2.912], [-4.031, -2.428, 1.583]],
  "lowdin_charge": [-0.051, -0.208, -0.004, -0.276, -0.187, 0.006, -0.227, -0.040, 0.089, 0.106, -0.024, 0.174, 0.166, -0.716, 0.074, 1.078, -0.331, -0.523, -0.043, 0.156, -0.093, 0.047, -0.032, -0.010, -0.035, -0.205, -0.150, -0.113, 0.250, 0.083, 0.115, 0.140, 0.119, 0.021, 0.109, 0.072, 0.143, -0.024, 0.116, 0.145, 0.097, -0.016],
  "smiles": "Cc1cc2nc(SCC(=O)Nc3ccccc3C(=O)O)[nH]c2cc1C",
  "e_tot_ha": -1483.8208,
  "charge": 0,
  "e_above_lowest_kj_mol": 1476.38,
  "orbital_gap_ev": 7.33,
  "lumo_ev": -0.41
}

---

# 3
{
  "formula": "C18H17N3O3S",
  "method": "ωB97M-V/def2-TZVPD",
  "species": ["C", "C", "C", "C", "C", "C", "C", "H", "H", "N", "C", "N", "C", "O", "C", "N", "C", "O", "C", "H", "C", "C", "O", "H", "C", "C", "C", "C", "H", "H", "H", "H", "H", "H", "H", "H", "H", "S", "H", "H", "H", "H"],
  "xyz": [[4.114, 5.508, 2.196], [3.606, 4.207, 1.651], [2.730, 3.425, 2.384], [2.289, 2.227, 1.850], [2.716, 1.792, 0.578], [3.597, 2.584, -0.153], [4.028, 3.773, 0.389], [4.712, 4.395, -0.170], [3.924, 2.253, -1.126], [2.199, 0.590, 0.183], [1.419, 0.108, 1.079], [0.774, -1.093, 0.930], [-0.071, -1.593, 1.870], [-0.308, -1.032, 2.914], [-0.686, -2.942, 1.486], [-1.511, -2.857, 0.299], [-1.023, -2.812, -0.984], [0.148, -2.714, -1.268], [-2.201, -2.946, -1.926], [-2.284, -4.020, -2.131], [-3.382, -2.530, -1.044], [-2.903, -2.849, 0.355], [-3.541, -3.015, 1.355], [-4.306, -3.054, -1.288], [-3.627, -1.011, -1.089], [-3.686, -0.522, -2.502], [-2.956, -1.062, -3.462], [-2.015, -2.206, -3.258], [-2.131, -2.903, -4.090], [-0.986, -1.833, -3.304], [-3.002, -0.681, -4.471], [-4.340, 0.312, -2.701], [-4.551, -0.780, -0.557], [-2.813, -0.493, -0.568], [-1.329, -3.273, 2.306], [0.117, -3.666, 1.314], [0.940, -1.599, 0.058], [1.197, 1.057, 2.546], [2.391, 3.740, 3.360], [5.187, 5.448, 2.373], [3.939, 6.313, 1.484], [3.622, 5.756, 3.133]],
  "lowdin_charge": [-0.056, -0.286, -0.058, -0.451, -0.322, -0.015, -0.052, 0.110, 0.110, 0.115, -0.557, 0.127, -0.449, 0.018, -0.002, 0.062, -0.370, 0.106, -0.149, 0.167, -0.156, -0.385, 0.144, 0.165, -0.121, -0.090, -0.093, -0.119, 0.119, 0.123, 0.104, 0.103, 0.126, 0.135, 0.139, 0.146, 0.124, 1.142, 0.111, 0.082, 0.080, 0.073],
  "smiles": "Cc1ccc2nc(NC(=O)CN3C(=O)[C@H]4CC=CC[C@H]4C3=O)sc2c1",
  "e_tot_ha": -1484.3801,
  "charge": 0,
  "e_above_lowest_kj_mol": 7.77,
  "orbital_gap_ev": 8.61,
  "lumo_ev": 0.48
}

---

# 4
{
  "formula": "C18H17N3O5",
  "method": "ωB97M-V/def2-TZVPD",
  "species": ["C", "C", "H", "H", "O", "C", "N", "C", "C", "C", "C", "C", "O", "O", "C", "H", "H", "C", "O", "N", "C", "C", "C", "C", "C", "C", "N", "C", "O", "C", "H", "H", "H", "H", "H", "H", "H", "H", "H", "H", "H", "H", "H"],
  "xyz": [[2.569, 1.514, 4.449], [3.255, 0.444, 3.620], [3.388, -0.480, 4.193], [4.243, 0.774, 3.277], [2.432, 0.177, 2.488], [2.843, -0.768, 1.652], [3.993, -1.379, 1.902], [4.431, -2.304, 1.064], [3.759, -2.672, -0.088], [2.555, -2.044, -0.358], [2.063, -1.081, 0.515], [0.763, -0.461, 0.202], [0.227, -0.544, -0.883], [0.214, 0.196, 1.227], [-1.075, 0.732, 0.960], [-1.408, 1.170, 1.902], [-0.998, 1.491, 0.177], [-1.992, -0.429, 0.553], [-2.050, -1.427, 1.237], [-2.689, -0.313, -0.612], [-2.650, 0.786, -1.488], [-2.962, 2.079, -1.091], [-2.895, 3.119, -2.003], [-2.523, 2.871, -3.314], [-2.239, 1.582, -3.727], [-2.313, 0.530, -2.823], [-2.056, -0.778, -3.205], [-2.427, -1.872, -2.487], [-2.207, -2.998, -2.860], [-3.200, -1.527, -1.217], [-3.097, -2.342, -0.498], [-4.259, -1.403, -1.474], [-1.578, -0.940, -4.081], [-1.955, 1.383, -4.749], [-2.460, 3.684, -4.020], [-3.135, 4.122, -1.687], [-3.259, 2.262, -0.069], [1.969, -2.290, -1.232], [4.157, -3.427, -0.746], [5.370, -2.763, 1.344], [1.587, 1.168, 4.760], [2.446, 2.420, 3.862], [3.166, 1.737, 5.329]],
  "lowdin_charge": [-0.063, -0.234, 0.122, 0.121, -0.012, -0.280, 0.136, -0.122, -0.055, 0.013, -0.023, -0.415, 0.129, 0.038, -0.045, 0.147, 0.120, -0.410, 0.103, 0.019, -0.170, -0.023, -0.083, -0.084, -0.012, -0.171, 0.161, -0.440, 0.089, -0.010, 0.136, 0.148, 0.165, 0.113, 0.104, 0.102, 0.123, 0.126, 0.101, 0.109, 0.077, 0.076, 0.076],
  "smiles": "CCOc1ncccc1C(=O)OCC(=O)N1CC(=O)Nc2ccccc21",
  "e_tot_ha": -1236.6478,
  "charge": 0,
  "e_above_lowest_kj_mol": 0.00,
  "orbital_gap_ev": 8.94,
  "lumo_ev": 0.39
}

---

# 5
{
  "formula": "C18H17N6O12SW",
  "method": "ωB97M-V/def2-TZVPD",
  "species": ["W", "O", "C", "C", "C", "N", "C", "C", "C", "O", "O", "C", "O", "O", "H", "H", "H", "C", "C", "N", "C", "S", "N", "C", "C", "H", "H", "H", "H", "H", "H", "H", "H", "H", "H", "H", "H", "O", "N", "O", "C", "C", "C", "C", "O", "C", "C", "N", "O", "O", "N", "O", "O", "H", "H"],
  "xyz": [[0.665, 0.125, 0.086], [-2.051, -3.388, 4.269], [-1.414, -2.697, 3.344], [-0.018, -2.642, 3.241], [0.523, -1.901, 2.239], [-0.235, -1.255, 1.339], [-1.568, -1.240, 1.481], [-2.200, -1.955, 2.450], [-2.214, -0.321, 0.484], [-3.380, -0.173, 0.325], [-1.261, 0.307, -0.220], [1.973, -1.565, 2.058], [2.866, -1.876, 2.765], [2.095, -0.792, 0.952], [-1.449, -3.836, 4.877], [0.638, -3.134, 3.951], [-3.278, -1.929, 2.548], [3.326, 0.457, -4.691], [1.822, 0.338, -4.892], [1.282, -0.695, -3.987], [0.299, -0.593, -3.106], [0.356, -1.692, -1.721], [-0.716, 0.233, -3.209], [-1.216, 0.976, -4.379], [-1.117, 2.482, -4.183], [3.703, 1.322, -5.237], [3.847, -0.426, -5.067], [3.563, 0.580, -3.634], [1.600, 0.070, -5.925], [1.342, 1.283, -4.666], [1.908, -1.464, -3.804], [-1.314, 0.270, -2.400], [-2.258, 0.684, -4.500], [-0.686, 0.645, -5.263], [-1.581, 2.777, -3.240], [-1.631, 2.997, -4.994], [-0.078, 2.819, -4.164], [6.184, 3.489, 3.186], [5.748, 3.297, 2.073], [6.341, 3.493, 1.033], [4.375, 2.753, 1.974], [3.830, 2.553, 0.724], [2.555, 2.063, 0.625], [1.801, 1.773, 1.784], [0.557, 1.288, 1.626], [2.428, 1.914, 3.023], [3.701, 2.433, 3.124], [1.821, 1.396, 4.264], [2.257, 1.816, 5.308], [1.013, 0.492, 4.167], [1.951, 1.724, -0.664], [2.179, 0.450, -1.192], [0.582, 1.925, -0.788], [4.413, 2.779, -0.159], [4.167, 2.557, 4.091]],
  "lowdin_charge": [1.815, 0.156, -0.239, 0.119, -0.141, -0.026, -0.125, 0.134, -0.484, 0.193, -0.234, -0.463, 0.213, -0.179, 0.146, 0.157, 0.159, -0.061, -0.202, 0.040, -0.710, 0.720, 0.049, -0.189, -0.062, 0.087, 0.086, 0.072, 0.124, 0.096, 0.127, 0.107, 0.130, 0.109, 0.084, 0.086, 0.070, 0.114, -0.342, 0.102, -0.098, 0.105, -0.129, -0.231, -0.147, -0.027, 0.109, -0.315, 0.131, 0.099, -0.196, -0.249, -0.181, 0.148, 0.146],
  "e_tot_ha": -2392.4472,
  "charge": 1,
  "e_above_lowest_kj_mol": 94.48,
  "orbital_gap_ev": [7.09, 7.09],
  "lumo_ev": [-5.34, -5.34]
}